Below is a 14-piece molecular cluster, C42H70O42 overall at a distorted geometry, with properties calculated with the ωB97M-V functional and the def2-TZVPD basis.

Its energy above the lowest of the compared OMol25 structures with the same formula, charge and spin is 138.44 kcal per mole. As for the HOMO energy: -10.26 eV. As for the calculated total energy: -4802.30585 Eh. The frontier orbital gap comes out at 10.19 eV.

Geometry as ORCA input:
```
! RIJCOSX wB97M-V def2-TZVPD def2/J DEFGRID3
* xyz 0 1
C -5.93 1.45 -7.28
C -7.24 1.10 -6.68
O -6.93 0.35 -5.51
C -5.61 0.20 -5.39
O -5.06 -0.42 -4.51
O -5.02 0.73 -6.47
H -5.60 2.48 -7.37
H -5.85 1.04 -8.29
H -8.00 0.50 -7.19
H -7.65 2.06 -6.38
C 5.91 -4.61 6.40
C 5.34 -5.97 6.68
O 4.11 -5.91 6.00
C 3.72 -4.65 5.86
O 2.62 -4.27 5.56
O 4.69 -3.88 6.18
H 6.60 -4.45 5.57
H 6.45 -4.25 7.28
H 5.29 -6.15 7.76
H 5.99 -6.70 6.21
C 4.41 3.00 -6.12
C 5.16 4.29 -6.40
O 5.41 4.27 -7.73
C 4.65 3.41 -8.36
O 4.78 3.16 -9.53
O 3.99 2.73 -7.44
H 3.61 3.28 -5.44
H 5.09 2.22 -5.77
H 6.08 4.31 -5.80
H 4.45 5.08 -6.19
C -6.71 3.35 -1.02
C -8.14 3.75 -0.48
O -8.63 4.41 -1.64
C -7.59 4.87 -2.41
O -7.67 5.58 -3.41
O -6.48 4.40 -1.96
H -6.66 2.40 -1.54
H -5.96 3.40 -0.23
H -8.08 4.59 0.22
H -8.82 2.97 -0.17
C -4.61 7.52 1.31
C -3.54 6.78 2.09
O -4.25 6.00 3.04
C -5.51 6.40 3.13
O -6.28 6.13 4.07
O -5.73 7.32 2.17
H -4.75 7.07 0.33
H -4.31 8.57 1.26
H -2.81 7.46 2.53
H -3.00 6.20 1.34
C -4.05 -4.76 3.22
C -3.75 -4.66 1.74
O -4.90 -4.05 1.24
C -5.57 -3.43 2.28
O -6.47 -2.59 2.14
O -5.09 -3.81 3.42
H -3.13 -4.45 3.71
H -4.29 -5.78 3.53
H -3.54 -5.59 1.21
H -2.90 -3.98 1.61
C 6.94 0.86 2.08
C 7.87 1.10 0.93
O 7.03 1.76 0.03
C 5.77 1.76 0.46
O 4.79 2.04 -0.21
O 5.76 1.61 1.76
H 7.45 1.24 2.96
H 6.72 -0.19 2.24
H 8.33 0.17 0.60
H 8.64 1.72 1.38
C 2.75 2.08 6.75
O 2.11 3.29 6.40
C 2.01 4.21 7.42
O 2.13 3.96 8.60
O 1.58 5.33 6.82
C 1.36 6.41 7.59
H 3.79 2.17 7.05
H 2.74 1.32 5.97
H 2.27 1.53 7.56
H 1.48 7.39 7.12
H 1.93 6.43 8.52
H 0.38 6.31 8.04
C -6.10 0.17 7.00
O -6.87 -0.87 7.73
C -6.13 -1.89 8.42
O -4.95 -1.93 8.73
O -7.08 -2.79 8.79
C -6.65 -3.92 9.39
H -6.41 1.19 7.26
H -6.30 0.13 5.93
H -5.02 0.14 7.13
H -6.13 -4.43 8.58
H -7.41 -4.63 9.72
H -5.90 -3.78 10.17
C 2.80 -8.76 -2.16
O 1.71 -7.96 -1.64
C 1.05 -7.21 -2.50
O 1.28 -7.19 -3.67
O 0.13 -6.55 -1.83
C -0.50 -5.53 -2.57
H 3.18 -9.52 -1.48
H 3.65 -8.09 -2.31
H 2.61 -9.38 -3.04
H 0.14 -5.30 -3.42
H -0.82 -4.74 -1.89
H -1.39 -6.06 -2.90
C 1.80 -3.69 -6.92
O 2.57 -2.89 -6.00
C 3.84 -2.91 -5.98
O 4.59 -3.07 -6.93
O 4.20 -2.45 -4.78
C 5.60 -2.23 -4.43
H 0.78 -3.30 -6.94
H 1.67 -4.75 -6.69
H 2.18 -3.56 -7.93
H 6.15 -1.64 -5.17
H 6.04 -3.23 -4.36
H 5.67 -1.70 -3.48
C -1.04 -0.02 3.01
O -0.42 -0.32 1.73
C -0.77 0.30 0.64
O -1.46 1.34 0.65
O -0.19 -0.18 -0.38
C -0.17 0.47 -1.63
H -2.13 -0.05 3.08
H -0.58 0.90 3.38
H -0.74 -0.74 3.76
H -1.16 0.49 -2.07
H 0.48 0.03 -2.39
H 0.12 1.51 -1.43
C -1.60 6.33 -4.14
O -1.49 5.93 -5.48
C -0.93 6.77 -6.30
O -0.33 7.84 -5.99
O -0.94 6.29 -7.50
C -0.13 6.91 -8.48
H -1.76 5.40 -3.59
H -2.47 6.98 -4.09
H -0.77 6.92 -3.75
H -0.59 6.72 -9.46
H 0.85 6.44 -8.48
H -0.11 7.99 -8.41
C 7.17 -6.59 0.47
O 6.02 -5.76 0.53
C 6.20 -4.47 0.53
O 7.25 -3.87 0.34
O 5.06 -3.90 0.84
C 3.85 -4.40 0.32
H 6.87 -7.54 0.05
H 7.48 -6.70 1.51
H 8.00 -6.19 -0.11
H 3.40 -5.22 0.88
H 3.93 -4.62 -0.74
H 3.12 -3.60 0.37
*
```

=====

Below is C4H10IN3O2S as an isolated structure at a distorted geometry, with properties calculated with the ωB97M-V functional and the def2-TZVPD basis.

Its energy above the lowest of the compared OMol25 structures with the same formula, charge and spin is 34.26 kcal per mole. As for the HOMO energy: -9.34 eV. As for the calculated total energy: -1169.00311 Eh. The frontier orbital gap comes out at 9.75 eV.

Geometry as ORCA input:
```
! RIJCOSX wB97M-V def2-TZVPD def2/J DEFGRID3
* xyz 0 1
C 1.79 1.12 -0.38
C -1.52 -1.55 -0.88
C -0.98 -1.62 1.49
C -1.66 -0.82 0.43
N 0.83 0.46 0.12
N 2.86 0.42 -0.78
N 1.71 2.47 -0.59
O -0.77 1.46 1.75
O -0.94 1.96 -0.72
S -0.67 1.00 0.39
I -3.69 -0.05 0.57
H -0.58 -1.15 -1.29
H -1.34 -2.63 -0.79
H -2.34 -1.36 -1.53
H -1.53 -1.76 2.45
H -0.10 -1.15 1.95
H -0.60 -2.58 1.15
H 3.02 -0.51 -0.43
H 3.68 0.98 -0.89
H 0.71 2.74 -0.55
H 2.12 2.58 -1.49
*
```

=====

Below is a 2-piece molecular cluster, C3H9NO2 overall at a distorted geometry, with properties calculated with the ωB97M-V functional and the def2-TZVPD basis.

Its energy above the lowest of the compared OMol25 structures with the same formula, charge and spin is 17.55 kcal per mole. Its SMILES is CCNC=O.O. As for the HOMO energy: -10.25 eV. As for the calculated total energy: -324.94464 Eh. The frontier orbital gap comes out at 11.04 eV.

Geometry as ORCA input:
```
! RIJCOSX wB97M-V def2-TZVPD def2/J DEFGRID3
* xyz 0 1
C 1.69 -0.75 0.86
C 0.95 0.58 0.99
N -0.37 0.61 0.38
C -0.55 1.19 -0.83
O -1.61 1.22 -1.44
H 1.09 -1.65 1.00
H 2.48 -0.75 1.61
H 2.24 -0.80 -0.08
H 0.86 0.82 2.05
H 1.53 1.37 0.52
H -1.03 -0.13 0.59
H 0.23 1.90 -1.14
O -2.83 -1.33 -1.36
H -2.45 -0.44 -1.25
H -2.24 -1.86 -1.90
*
```

=====

In order of appearance, LUMO energy = -0.1 0.4 0.8 eV.